1.
Below is a cluster of 9 separate species, C54H95ClFN9O6S3 in total at a distorted geometry, with properties calculated with wB97M-V/def2-TZVPD.

The charge is 0.

Last column: Mulliken charge in e.
Geometry (Å):
C1 -0.398 -2.388 -1.245  0.22
C2 1.014 -2.828 -0.606  -0.31
C3 1.826 -1.538 -0.029  -0.29
C4 2.441 -0.800 -1.313  -0.17
N1 3.439 0.286 -1.023  0.17
C5 3.269 1.475 -1.898  -0.25
C6 3.422 1.165 -3.461  -1.16
C7 2.444 2.158 -4.309  0.95
C8 2.329 1.620 -5.786  -1.70
C9 0.980 1.150 -6.414  0.46
C10 -0.362 2.008 -6.380  -0.65
C11 -1.434 1.587 -5.225  -1.10
C12 -1.099 1.887 -3.738  0.50
O1 -1.451 2.876 -3.037  -0.63
O2 -0.385 0.867 -3.000  -0.26
C13 -0.279 3.562 -6.715  0.95
F1 -1.611 4.093 -6.475  -0.41
C14 0.724 4.520 -6.006  -0.60
C15 0.311 5.009 -4.509  0.34
C16 1.128 6.369 -4.134  -0.75
O3 0.610 6.914 -2.900  -0.42
C17 1.419 6.546 -1.762  -0.40
O4 -0.135 3.663 -8.181  -0.41
S1 1.143 2.773 -8.767  1.15
O5 2.446 3.557 -8.755  -0.58
O6 0.846 2.528 -10.238  -0.69
C18 1.322 1.067 -8.023  -0.31
Cl1 0.411 -0.244 -8.891  -0.11
C19 3.530 0.631 0.403  -0.16
S2 4.745 -0.137 1.291  -0.11
S3 2.479 1.838 1.307  -0.18
C20 0.816 2.051 0.506  0.42
C21 -0.388 1.865 1.551  -0.50
C22 -1.717 1.546 0.695  -0.57
H1 -1.245 -2.439 -0.471  0.12
H2 -0.639 -3.034 -2.160  0.32
H3 -0.303 -1.293 -1.578  -0.72
H4 0.771 -3.539 0.265  0.18
H5 1.624 -3.337 -1.432  0.20
H6 1.144 -0.792 0.499  -0.10
H7 2.629 -1.964 0.654  0.35
H8 3.010 -1.601 -1.924  0.26
H9 1.643 -0.383 -2.032  -0.05
H10 4.104 2.221 -1.610  0.49
H11 2.284 2.046 -1.744  -0.11
H12 3.226 0.086 -3.766  0.48
H13 4.513 1.409 -3.748  0.31
H14 1.507 2.352 -3.712  -0.79
H15 3.024 3.160 -4.331  0.16
H16 3.076 0.737 -5.878  0.65
H17 2.802 2.418 -6.480  0.37
H18 0.720 0.073 -6.109  0.53
H19 -0.955 1.596 -7.302  0.37
H20 -1.539 0.442 -5.351  0.44
H21 -2.490 1.988 -5.459  0.45
H22 -0.888 0.803 -2.148  -0.02
H23 0.703 5.513 -6.605  0.56
H24 1.824 4.247 -5.969  0.26
H25 0.590 4.259 -3.701  -0.44
H26 -0.797 5.253 -4.416  0.42
H27 2.215 6.014 -3.955  0.30
H28 1.073 7.090 -5.013  0.34
H29 2.185 7.351 -1.488  0.27
H30 0.732 6.438 -0.842  0.23
H31 1.957 5.544 -1.874  0.10
H32 2.444 0.814 -8.119  0.48
H33 0.720 1.404 -0.429  -0.65
H34 0.765 3.148 0.143  0.58
H35 -0.100 1.019 2.271  0.24
H36 -0.537 2.865 2.108  0.36
H37 -1.583 0.481 0.267  -0.11
H38 -2.643 1.604 1.354  0.33
H39 -1.748 2.305 -0.169  0.23
C23 -3.815 -5.441 1.529  -0.62
C24 -2.490 -6.158 1.765  -0.73
C25 -1.292 -5.364 1.245  0.06
C26 -1.429 -5.153 -0.235  0.43
N2 -1.538 -4.984 -1.397  -0.59
H40 -4.013 -5.300 0.464  -0.08
H41 -4.642 -6.026 1.938  0.37
H42 -3.821 -4.459 2.013  0.21
H43 -2.525 -7.139 1.279  0.33
H44 -2.366 -6.335 2.837  0.34
H45 -0.365 -5.907 1.446  0.45
H46 -1.229 -4.391 1.742  -0.04
C27 -1.326 -0.074 6.260  -1.13
C28 -2.284 0.508 5.227  -0.44
C29 -2.894 -0.558 4.314  0.08
C30 -1.806 -1.261 3.557  -0.17
N3 -0.943 -1.824 2.956  -0.47
H47 -0.468 -0.555 5.788  0.27
H48 -0.938 0.718 6.906  0.40
H49 -1.830 -0.812 6.891  0.33
H50 -1.748 1.250 4.626  0.23
H51 -3.090 1.037 5.746  0.27
H52 -3.582 -0.093 3.601  0.37
H53 -3.457 -1.290 4.900  0.24
C31 1.737 -0.171 9.584  -1.01
C32 2.595 -1.430 9.527  -0.47
C33 3.013 -1.802 8.103  -0.22
C34 1.795 -2.063 7.264  0.25
N4 0.839 -2.267 6.605  -0.48
H54 0.795 -0.300 9.044  0.22
H55 1.487 0.073 10.619  0.34
H56 2.266 0.684 9.151  0.30
H57 2.039 -2.258 9.979  0.30
H58 3.492 -1.277 10.134  0.33
H59 3.635 -2.700 8.116  0.29
H60 3.594 -0.994 7.650  0.15
C35 -6.222 -5.301 -4.515  -1.01
C36 -4.959 -5.273 -3.661  -0.52
C37 -5.195 -5.773 -2.234  0.22
C38 -6.208 -4.902 -1.548  0.31
N5 -7.004 -4.217 -1.012  -0.53
H61 -6.993 -4.638 -4.115  0.35
H62 -5.999 -4.964 -5.531  0.08
H63 -6.634 -6.313 -4.575  0.36
H64 -4.570 -4.251 -3.636  0.30
H65 -4.195 -5.896 -4.135  0.37
H66 -4.260 -5.747 -1.668  -0.33
H67 -5.557 -6.805 -2.242  0.38
C39 -8.342 -1.174 6.555  -1.18
C40 -7.652 0.153 6.257  -0.63
C41 -6.193 -0.017 5.829  -0.18
C42 -5.410 -0.684 6.932  0.28
N6 -4.801 -1.205 7.796  -0.54
H68 -7.868 -1.695 7.391  0.36
H69 -9.386 -1.006 6.828  0.34
H70 -8.320 -1.832 5.681  0.30
H71 -7.705 0.788 7.147  0.32
H72 -8.199 0.668 5.462  0.35
H73 -5.749 0.958 5.613  0.31
H74 -6.128 -0.626 4.923  0.30
C43 7.281 -0.234 3.859  -1.06
C44 8.546 -0.180 4.707  -0.45
C45 8.320 -0.659 6.143  -0.41
C46 7.300 0.211 6.819  0.27
N7 6.499 0.895 7.349  -0.53
H75 6.504 0.427 4.253  0.35
H76 7.493 0.089 2.838  0.30
H77 6.879 -1.251 3.818  0.38
H78 8.924 0.848 4.714  0.21
H79 9.315 -0.802 4.240  0.34
H80 9.256 -0.614 6.707  0.33
H81 7.969 -1.694 6.152  0.28
C47 7.573 4.532 5.141  -1.06
C48 6.619 5.112 4.101  -0.57
C49 6.005 4.043 3.195  -0.05
C50 7.088 3.325 2.444  0.20
N8 7.940 2.761 1.856  -0.54
H82 8.430 4.042 4.672  0.33
H83 7.964 5.326 5.782  0.34
H84 7.063 3.801 5.776  0.25
H85 7.160 5.846 3.494  0.31
H86 5.816 5.649 4.615  0.33
H87 5.321 4.505 2.478  0.25
H88 5.438 3.318 3.785  0.25
C51 -5.517 -3.593 -9.002  -1.12
C52 -6.250 -2.343 -8.526  -0.46
C53 -5.325 -1.336 -7.840  -0.39
C54 -4.696 -1.962 -6.630  0.27
N9 -4.201 -2.456 -5.680  -0.45
H89 -5.079 -4.146 -8.167  0.31
H90 -6.209 -4.269 -9.510  0.32
H91 -4.717 -3.336 -9.702  0.33
H92 -7.049 -2.640 -7.840  0.29
H93 -6.727 -1.862 -9.385  0.32
H94 -5.893 -0.454 -7.530  0.30
H95 -4.538 -1.008 -8.524  0.28

2.
Below is a cluster of 15 separate species, C55H110Br2O25 in total at a distorted geometry, with properties calculated with wB97M-V/def2-TZVPD.

The charge is 0. For the energy above the lowest of the compared OMol25 structures with the same formula, charge and spin, the calculation gives 0.0000 eV.

Last column: Mulliken charge in e.
Geometry (Å):
C1 0.074 2.099 -0.198  0.57
C2 0.610 0.685 0.062  0.17
O1 1.618 0.320 -0.493  -0.49
C3 -0.204 -0.265 0.984  1.89
H1 0.944 2.629 -0.588  -0.39
H2 -0.301 2.608 0.689  -0.06
H3 -0.686 1.994 -0.973  -0.03
H4 -1.204 0.162 1.058  -0.81
H5 0.209 -0.262 1.993  -0.60
H6 -0.276 -1.243 0.507  -0.47
C4 3.270 4.716 -0.171  -0.64
C5 4.689 4.460 0.303  0.47
O2 5.448 5.413 0.610  -0.65
C6 5.189 3.016 0.282  -0.34
H7 2.868 5.682 0.133  0.32
H8 2.542 3.925 0.008  -0.07
H9 3.425 4.816 -1.245  0.61
H10 5.630 2.840 -0.699  0.16
H11 4.376 2.320 0.489  -0.17
H12 5.987 2.928 1.019  0.45
C7 0.764 -5.606 -1.783  -0.99
C8 -0.408 -4.646 -1.429  0.68
O3 -0.256 -3.766 -0.606  -0.29
C9 -1.792 -4.885 -2.020  -0.78
H13 0.789 -6.586 -1.307  0.35
H14 1.700 -5.062 -1.658  -0.18
H15 0.653 -5.822 -2.845  0.48
H16 -2.410 -5.276 -1.212  0.18
H17 -1.647 -5.643 -2.790  0.47
H18 -2.156 -3.912 -2.351  -0.02
O4 6.386 -2.191 0.370  -0.50
C10 5.562 -2.823 1.000  0.62
O5 4.242 -2.910 0.677  0.47
C11 3.724 -2.414 -0.545  0.06
C12 4.219 -3.207 -1.781  -1.69
C13 5.946 -3.606 2.283  -1.26
H19 3.833 -1.331 -0.599  0.37
H20 2.645 -2.519 -0.429  0.17
H21 4.142 -4.271 -1.555  0.44
H22 5.276 -3.042 -1.988  0.30
H23 3.592 -3.069 -2.662  0.17
H24 6.808 -3.171 2.790  0.36
H25 6.040 -4.654 2.001  0.33
H26 5.044 -3.624 2.894  0.24
O6 1.191 -1.285 6.099  -0.58
C14 1.347 -0.170 5.621  0.59
O7 1.859 0.207 4.432  -0.21
C15 2.395 -0.815 3.541  -0.09
C16 3.188 -0.193 2.422  -0.24
C17 0.599 1.016 6.186  -0.70
H27 1.563 -1.381 3.123  -0.01
H28 3.027 -1.561 4.024  0.49
H29 2.666 0.726 2.152  -0.18
H30 3.226 -0.854 1.556  -0.36
H31 4.199 0.123 2.680  0.66
H32 -0.087 0.714 6.978  0.36
H33 0.041 1.536 5.407  -0.05
H34 1.298 1.712 6.650  0.33
O8 1.588 -6.718 2.868  -0.61
C18 1.974 -5.584 2.733  0.18
O9 1.803 -4.536 3.583  0.03
C19 1.227 -4.803 4.837  -0.04
C20 2.274 -5.362 5.875  -1.38
C21 2.769 -5.300 1.514  0.22
H35 0.459 -5.556 4.657  0.29
H36 0.840 -3.841 5.172  0.24
H37 3.079 -4.627 5.913  0.28
H38 2.638 -6.271 5.397  0.38
H39 1.823 -5.638 6.828  0.39
H40 3.818 -5.260 1.808  -0.04
H41 2.523 -4.365 1.011  -0.31
H42 2.561 -6.172 0.894  0.37
O10 -4.272 2.816 6.520  -0.62
C22 -4.226 1.573 6.428  0.81
O11 -3.876 0.962 5.342  -0.15
C23 -3.677 1.676 4.149  -0.19
C24 -3.022 0.829 3.122  0.49
C25 -4.407 0.666 7.571  -1.22
H43 -3.071 2.562 4.339  -0.29
H44 -4.670 2.004 3.841  0.38
H45 -3.527 -0.122 2.957  0.17
H46 -1.966 0.725 3.371  -0.19
H47 -3.056 1.282 2.131  -0.28
H48 -5.306 0.058 7.471  0.31
H49 -4.443 1.261 8.483  0.34
H50 -3.549 -0.006 7.588  0.30
O12 -3.721 5.190 -1.289  -0.64
C26 -2.953 4.800 -0.418  0.13
O13 -1.674 5.282 -0.079  -0.11
C27 -1.064 6.407 -0.805  -0.48
C28 -0.259 5.702 -1.916  -0.21
C29 -3.262 3.415 0.257  -0.11
H51 -0.488 6.987 -0.084  0.33
H52 -1.796 7.134 -1.156  0.42
H53 0.410 4.930 -1.537  -0.14
H54 0.429 6.365 -2.442  0.58
H55 -0.883 5.264 -2.695  -0.28
H56 -3.436 3.457 1.332  0.33
H57 -2.456 2.699 0.100  -0.36
H58 -4.166 2.987 -0.177  0.50
O14 -4.210 -2.821 -3.150  -0.65
C30 -3.760 -1.881 -3.870  0.35
O15 -4.374 -1.254 -4.908  -0.22
C31 -5.750 -1.487 -5.098  -0.07
C32 -6.082 -1.044 -6.484  -1.33
C33 -2.413 -1.345 -3.599  0.28
H59 -6.266 -0.952 -4.301  0.24
H60 -5.972 -2.553 -5.033  0.30
H61 -7.003 -1.440 -6.910  0.37
H62 -5.280 -1.236 -7.197  0.32
H63 -6.205 0.022 -6.676  0.34
H64 -2.407 -1.256 -2.513  -0.15
H65 -2.372 -0.306 -3.926  0.13
H66 -1.489 -1.841 -3.894  0.07
O16 -1.144 3.696 3.258  0.07
C34 -1.061 4.689 3.947  0.57
O17 -0.291 5.675 3.707  -0.36
C35 0.665 5.583 2.712  0.47
C36 1.778 4.606 3.154  -0.77
C37 -1.857 4.978 5.182  -1.30
H67 1.234 6.484 2.485  0.43
H68 0.157 5.277 1.798  -0.41
H69 2.020 4.481 4.210  0.39
H70 2.665 4.552 2.522  0.20
H71 1.343 3.646 2.875  -0.02
H72 -2.675 5.690 5.076  0.27
H73 -1.213 5.438 5.931  0.40
H74 -2.332 4.100 5.619  0.17
O18 -4.983 -3.115 1.504  -0.62
C38 -4.889 -2.174 0.749  0.19
O19 -5.900 -1.641 0.065  -0.17
C39 -7.243 -2.101 0.263  -0.33
C40 -8.100 -1.678 -0.985  -1.06
C41 -3.526 -1.616 0.415  1.36
H75 -7.677 -1.692 1.175  0.32
H76 -7.184 -3.190 0.285  0.31
H77 -7.692 -1.993 -1.945  0.18
H78 -8.171 -0.591 -1.027  0.30
H79 -9.052 -2.207 -0.930  0.40
H80 -3.599 -0.577 0.095  0.40
H81 -2.995 -2.282 -0.265  -0.29
H82 -3.036 -1.488 1.380  -1.01
O20 -1.518 2.427 -3.836  -0.21
C42 -2.478 3.142 -4.160  0.59
O21 -2.507 4.239 -4.926  -0.33
C43 -1.345 4.820 -5.539  -0.06
C44 -1.699 6.206 -6.115  -1.31
C45 -3.861 2.784 -3.711  -0.83
H83 -0.902 4.208 -6.326  0.36
H84 -0.494 4.994 -4.881  0.17
H85 -0.817 6.676 -6.552  0.39
H86 -1.969 6.831 -5.264  0.30
H87 -2.551 6.166 -6.793  0.34
H88 -4.291 2.052 -4.394  0.24
H89 -4.464 3.692 -3.748  0.37
H90 -3.901 2.362 -2.706  0.08
O22 5.270 0.892 -2.090  -0.41
C46 5.644 -0.036 -2.777  0.89
O23 6.859 -0.636 -2.592  -0.33
C47 7.790 -0.210 -1.542  -0.07
C48 8.644 0.965 -1.959  -1.24
C49 4.939 -0.561 -3.948  -0.89
H91 8.466 -1.032 -1.304  0.31
H92 7.138 -0.182 -0.669  0.19
H93 7.956 1.665 -2.431  0.31
H94 9.369 0.628 -2.701  0.34
H95 9.203 1.462 -1.167  0.35
H96 4.457 0.230 -4.523  0.32
H97 4.143 -1.295 -3.822  -0.15
H98 5.584 -1.032 -4.691  0.41
O24 1.072 -3.405 -4.389  -0.56
C50 1.243 -2.479 -5.189  0.90
O25 1.253 -1.160 -4.969  -0.44
C51 1.223 -0.621 -3.630  2.34
C52 1.365 0.928 -3.876  -1.39
C53 1.436 -2.690 -6.705  -1.32
H99 2.093 -0.947 -3.060  -0.74
H100 0.294 -0.875 -3.120  -0.37
H101 1.433 1.559 -2.989  0.01
H102 0.614 1.338 -4.551  0.35
H103 2.294 1.200 -4.379  0.34
H104 1.436 -1.771 -7.292  0.35
H105 0.668 -3.413 -6.980  0.34
H106 2.399 -3.138 -6.949  0.32
Br1 -1.725 -2.466 3.682  -0.17
C54 -1.755 -4.060 2.515  0.42
C55 -2.602 -5.148 3.208  -0.56
Br2 -3.008 -6.503 1.822  -0.23
H107 -0.695 -4.312 2.565  -0.20
H108 -2.118 -3.792 1.523  -0.20
H109 -3.519 -4.688 3.578  0.42
H110 -2.128 -5.624 4.066  0.46

We obtain molecular weight values of 1117.1, 1331.3 g/mol for the records listed above, in that order.
We obtain gap between HOMO and LUMO values of 8.141, 9.813 eV for the records listed above, in that order.